No. 1
C15H11F4MnNO7S | ωB97M-V with the def2-TZVPD basis set

Element x y z (Å)
Mn1 -3.5168 -1.5515 0.2543
S1 -2.9060 -3.5206 1.6223
F1 -6.1269 -0.3846 0.4953
F2 -6.1785 -2.5143 0.4568
F3 -5.1098 -1.4456 -1.1712
F4 2.8196 -3.6511 0.7484
O1 -2.8699 2.3424 -0.5282
O2 -3.0212 -1.9716 1.9316
O3 -3.5481 -3.3577 0.2239
O4 -3.7167 -4.2802 2.5040
O5 -3.4824 0.3029 0.1038
O6 -1.5303 -3.8816 1.5074
O7 -1.6079 -1.5705 -0.2791
N1 1.1129 1.4798 -0.2632
C1 -1.1643 0.7511 -0.2100
C2 -5.4288 -1.4595 0.2189
C3 3.4064 2.0917 -0.8900
C4 -0.2002 1.7182 -0.2921
C5 0.6279 -0.8744 0.0362
C6 3.9379 1.0110 0.0378
C7 2.9284 -0.0970 0.1472
C8 -2.5962 1.2015 -0.2403
C9 1.0476 -2.1852 0.2942
C10 1.5600 0.1811 -0.0315
C11 2.3811 -2.4128 0.4844
C12 3.3215 -1.3901 0.4046
C13 2.0685 2.6127 -0.3883
C14 -0.7891 -0.6143 -0.1523
C15 1.5402 3.7027 -1.3158
H1 3.2781 1.6863 -1.8979
H2 4.8833 0.6163 -0.3340
H3 0.7370 4.2854 -0.8692
H4 0.3174 -2.9795 0.3650
H5 4.1102 2.9210 -0.9485
H6 4.3688 -1.6273 0.5444
H7 1.1829 3.2686 -2.2510
H8 2.2160 3.0282 0.6139
H9 -0.5341 2.7379 -0.4091
H10 4.1329 1.4366 1.0270
H11 2.3484 4.3941 -1.5495

Cartesian forces (eV/Å) of the 2 atoms listed first:
Mn 1.340 1.633 -0.233
S 0.692 -0.865 0.861

Values from the calculation:
multiplicity = 4
expectation value of S² = 3.88
HOMO (spin up / spin down) = -9.3 / -9.3 eV

No. 2
C27H21N6PbSe | ωB97M-V with the def2-TZVPD basis set

Element x y z (Å)
Pb1 -0.5367 -0.7230 0.7974
Se1 0.2528 1.4023 -0.9567
N1 0.8155 0.5153 -3.6393
N2 -2.2614 0.3931 1.8702
N3 5.5135 -0.8703 -4.1319
N4 1.8654 -0.7779 1.0557
N5 -1.3387 0.8122 -3.3777
N6 0.1002 -0.3162 3.0254
C1 -1.1783 -0.5862 5.2048
C2 3.4257 0.1388 4.7923
C3 1.4527 -0.1881 3.3681
C4 0.7161 0.0014 -6.1994
C5 -1.1163 0.5785 -4.7038
C6 2.3718 -0.4193 2.2095
C7 -4.6595 0.6582 1.7658
C8 -2.6128 0.9896 -2.7489
C9 -0.1542 0.9142 -2.7475
C10 -2.0384 0.4782 -5.7306
C11 -1.5682 0.2751 -6.9959
C12 -4.6920 0.4097 3.1091
C13 -3.5883 -0.2271 5.2038
C14 -2.4151 -0.5006 5.8493
C15 -3.3531 0.6066 1.1730
C16 4.5485 -0.1906 -4.1497
C17 -2.2924 0.1546 3.2118
C18 -0.2206 -0.0603 -7.2242
C19 4.0105 -1.2133 0.2113
C20 -1.0573 -0.2042 3.8837
C21 -3.5563 0.0654 3.8314
C22 0.2377 0.3349 -4.9111
C23 4.5911 -0.8911 1.4341
C24 3.7590 -0.4456 2.4255
C25 1.9742 0.1603 4.6250
C26 2.6075 -1.1147 0.0543
C27 4.2381 -0.1028 3.7454
H1 1.7409 -0.0933 -6.2983
H2 0.0513 -0.2210 -8.1995
H3 5.3042 -0.0129 3.8055
H4 5.9039 -1.7901 -4.0426
H5 3.8363 0.4099 5.7647
H6 5.6413 -1.0943 1.4895
H7 -3.3171 0.7292 0.0937
H8 -2.2026 0.3380 -7.8600
H9 -0.3283 -0.9733 5.7425
H10 2.1088 -1.2403 -0.8440
H11 -2.7279 0.8314 -1.7241
H12 -5.5115 0.8719 1.1018
H13 -3.1258 0.6375 -5.5672
H14 -2.4703 -0.6958 6.8864
H15 1.7931 0.6803 -3.4847
H16 -4.5173 -0.1690 5.7704
H17 -3.0106 1.9652 -2.9979
H18 -3.2922 0.2993 -3.2533
H19 1.2990 0.5104 5.3518
H20 4.6132 -1.4349 -0.6764
H21 -5.6291 0.3944 3.6116

Cartesian forces (eV/Å) of the 2 atoms listed first:
Pb 0.638 -1.134 0.189
Se -0.191 0.517 -0.911

Values from the calculation:
charge = +1
relative energy (zero: lowest compared OMol25 entry of this formula, charge and spin) = 11.1 kcal/mol
HOMO = -9.3 eV

No. 3
C3H6N2 | ωB97M-V with the def2-TZVPD basis set

Element x y z (Å)
N1 0.1841 -0.3433 2.6895
N2 1.2458 0.2234 -0.5107
C1 0.0958 -0.4027 1.5369
C2 -1.1353 0.3325 -0.5572
C3 0.0596 -0.4216 0.0588
H1 -1.8776 -0.3228 -1.0254
H2 1.6612 0.9079 0.1076
H3 1.9341 -0.3944 -0.9122
H4 -1.6510 0.9952 0.1437
H5 0.0363 -1.4762 -0.2389
H6 -0.5529 0.9020 -1.2919

Cartesian forces (eV/Å) of the 2 atoms listed first:
N -0.161 -0.073 -1.129
N 0.487 -0.119 0.140

Values from the calculation:
SMILES = C[C@@H](N)C#N
relative energy (zero: lowest compared OMol25 entry of this formula, charge and spin) = 20.1 kcal/mol
HOMO = -10.0 eV

No. 4
H2OS2 | ωB97M-V with the def2-TZVPD basis set

Element x y z (Å)
S1 0.5595 0.4416 0.4631
S2 -1.8416 -1.4944 -1.6787
O1 -0.5151 -0.8178 -1.3859
H1 1.6178 0.5766 1.2285
H2 0.1795 1.2940 1.3731

Cartesian forces (eV/Å) of the 2 atoms listed first:
S 0.495 0.146 0.347
S 1.592 0.798 0.351

Values from the calculation:
SMILES = O=S.S
relative energy (zero: lowest compared OMol25 entry of this formula, charge and spin) = 45.8 kcal/mol
HOMO (spin up / spin down) = -9.3 / -9.4 eV

No. 5
C5H10O | ωB97M-V with the def2-TZVPD basis set

Element x y z (Å)
O1 0.6453 1.7495 -0.2477
C1 -1.6889 0.4304 -0.9102
C2 0.9488 0.7118 0.3060
C3 -0.8115 -0.5898 1.1894
C4 -0.8707 -0.5668 -0.1492
C5 1.9749 -0.2793 -0.2007
H1 1.9020 -1.2742 0.2537
H2 -0.4130 -1.3835 -0.7016
H3 1.9891 -0.3578 -1.2879
H4 0.7330 0.5380 1.3837
H5 -2.6364 -0.0487 -1.1729
H6 2.9194 0.1740 0.1219
H7 -1.2036 0.7848 -1.8260
H8 -1.3529 0.1340 1.7984
H9 -1.8918 1.3144 -0.2988
H10 -0.2435 -1.3366 1.7420

Cartesian forces (eV/Å) of the 2 atoms listed first:
O 0.117 -0.369 -0.012
C -0.146 -0.021 0.004

Values from the calculation:
SMILES = C=CC.CC=O
relative energy (zero: lowest compared OMol25 entry of this formula, charge and spin) = 52.7 kcal/mol
HOMO = -9.0 eV

No. 6
C10H40N2O10 | ωB97M-V with the def2-TZVPD basis set

Element x y z (Å)
O1 7.0341 10.5071 7.4675
O2 7.9333 8.2272 6.2319
O3 6.8655 5.3305 9.3347
O4 8.2203 12.7048 9.8396
O5 13.7219 8.4591 8.4816
O6 13.1861 10.5917 5.6224
O7 13.2438 13.1056 6.7946
O8 10.0481 8.6402 12.3883
O9 11.1629 9.0049 9.7613
O10 9.1386 12.1032 7.2644
N1 14.5515 12.6113 8.5286
N2 12.4325 12.3977 8.6935
C1 10.3481 7.3039 12.8810
C2 7.1051 6.7208 8.9774
C3 13.4217 12.7814 7.9534
C4 12.2031 9.5729 5.6894
C5 13.8871 7.0889 8.0192
C6 10.2613 9.4155 8.7985
C7 9.4544 12.8888 6.1832
C8 6.7579 7.9059 5.5235
C9 9.2442 13.6365 10.0682
C10 6.0686 10.1779 8.3618
H1 9.3008 9.6313 9.2666
H2 12.7052 11.9826 9.5729
H3 9.0510 13.9354 11.0985
H4 6.6246 4.8389 8.5461
H5 6.0548 7.3122 6.1076
H6 9.6299 7.0357 13.6558
H7 10.2274 13.1719 9.9929
H8 11.3040 10.1747 5.8221
H9 10.1616 8.7088 7.9747
H10 8.6119 7.5559 6.1293
H11 10.5409 10.3548 8.3214
H12 10.6063 8.8117 11.6264
H13 14.1209 7.0084 6.9576
H14 6.9788 7.4637 4.5519
H15 7.2134 7.3559 9.8566
H16 9.8972 12.2532 5.4163
H17 6.2894 7.1364 8.3857
H18 13.1783 10.9707 6.5044
H19 11.3409 7.3737 13.3253
H20 8.3424 11.6151 7.0420
H21 13.0019 6.4978 8.2538
H22 14.5155 12.5462 9.5358
H23 8.6525 13.5409 5.8370
H24 15.3590 12.7584 7.9401
H25 11.9082 8.7215 9.2266
H26 14.7498 6.6547 8.5244
H27 12.2601 8.9749 6.5990
H28 10.2927 6.5166 12.1292
H29 5.1197 9.8070 7.9744
H30 14.1202 8.5086 9.3537
H31 6.1814 8.8286 5.4576
H32 5.9046 11.0423 9.0052
H33 11.4830 12.6518 8.4614
H34 10.1922 13.6673 6.3774
H35 7.3388 9.7199 7.0103
H36 8.0069 6.8588 8.3809
H37 6.5785 9.3914 8.9182
H38 8.3796 12.3101 8.9791
H39 9.1993 14.5166 9.4267
H40 12.0943 8.9735 4.7856

Cartesian forces (eV/Å) of the 2 atoms listed first:
O 0.990 1.415 -2.696
O 0.322 0.134 0.136

Values from the calculation:
SMILES = NC(N)=O.CO.CO.CO.CO.CO.CO.CO.CO.CO
relative energy (zero: lowest compared OMol25 entry of this formula, charge and spin) = 133.7 kcal/mol
HOMO = -9.4 eV